{
  "formula": "C20H59IN19O13P",
  "method": "ωB97M-V/def2-TZVPD",
  "symbols": ["I", "P", "O", "O", "O", "O", "O", "O", "O", "O", "O", "O", "O", "O", "O", "N", "N", "N", "N", "N", "N", "N", "N", "N", "N", "N", "N", "N", "N", "N", "N", "N", "N", "N", "C", "C", "C", "C", "C", "C", "C", "C", "C", "C", "C", "C", "C", "C", "C", "C", "C", "C", "C", "C", "H", "H", "H", "H", "H", "H", "H", "H", "H", "H", "H", "H", "H", "H", "H", "H", "H", "H", "H", "H", "H", "H", "H", "H", "H", "H", "H", "H", "H", "H", "H", "H", "H", "H", "H", "H", "H", "H", "H", "H", "H", "H", "H", "H", "H", "H", "H", "H", "H", "H", "H", "H", "H", "H", "H", "H", "H", "H", "H"],
  "xyz": [[-4.087, 4.650, 0.968], [0.751, 1.506, 2.417], [-5.247, -1.794, 2.511], [8.298, -5.189, -3.874], [8.805, -1.104, -1.065], [0.307, -2.927, 0.323], [3.816, -4.118, -3.197], [-2.231, 3.719, 5.957], [-7.619, 5.747, -4.335], [-0.545, 2.610, 2.148], [5.025, -2.851, -8.048], [2.730, -0.642, 5.819], [-9.413, 1.599, -4.031], [-4.436, 0.486, 1.526], [-1.133, 2.302, -0.046], [-6.429, 4.302, -3.050], [3.387, -2.099, 7.424], [9.383, 0.529, 0.394], [6.647, -2.394, -9.558], [-9.907, 3.774, -4.424], [2.076, -3.398, -1.028], [-2.705, 2.005, 1.660], [5.572, -4.525, -4.572], [-11.494, 2.127, -4.765], [3.723, -3.422, -5.365], [-0.457, 4.614, 4.862], [0.256, -2.247, -1.839], [10.036, -4.137, -4.880], [-6.517, 6.541, -2.517], [3.274, 0.168, 7.867], [10.231, -1.608, 0.627], [9.117, -3.296, -2.935], [-1.146, 5.478, 6.894], [7.049, -2.160, -7.294], [0.853, -2.869, -0.771], [9.097, -4.264, -3.888], [-3.676, 1.778, 4.378], [0.666, 1.001, 4.168], [-5.389, -0.162, 0.723], [6.168, -2.492, -8.285], [9.433, -0.750, -0.080], [-6.019, -2.745, 3.206], [-1.419, 2.298, 1.152], [-5.595, -1.616, 1.167], [-4.320, 2.776, 3.409], [-5.362, -4.137, 3.246], [-3.305, 3.116, 2.327], [-3.518, 1.233, 0.765], [3.106, -0.844, 6.960], [-6.901, 5.543, -3.365], [4.333, -4.026, -4.309], [0.460, 0.006, 1.422], [-10.217, 2.450, -4.383], [-1.340, 4.549, 5.906], [1.677, 0.728, 4.442], [2.542, -3.858, -0.271], [-0.420, 6.167, 6.873], [-6.688, 3.538, -3.648], [-4.476, 3.720, 3.922], [0.679, -2.182, -2.745], [1.096, -0.771, 1.835], [8.434, -3.344, -2.202], [-8.977, 4.048, -4.162], [-5.962, -4.850, 2.690], [-4.377, -4.066, 2.797], [-0.037, 0.205, 4.405], [-2.864, 0.547, 0.225], [4.166, -3.339, -6.266], [0.282, 5.287, 4.803], [6.006, -4.471, -5.474], [0.791, 0.236, 0.417], [10.047, -4.840, -5.594], [-0.647, -1.842, -1.689], [10.284, -2.556, 0.307], [-6.631, -1.888, 0.964], [2.534, -3.353, -1.930], [7.578, -2.100, -9.779], [10.705, -3.392, -4.916], [6.074, -4.973, -3.827], [-5.932, 6.390, -1.718], [6.724, -2.211, -6.345], [3.073, 1.098, 7.556], [-6.844, 7.467, -2.716], [9.758, -2.526, -2.929], [-6.117, -2.374, 4.223], [-4.990, -2.261, 0.523], [-10.544, 4.490, -4.713], [-12.171, 2.804, -5.058], [-2.507, 3.623, 2.851], [-5.843, 4.120, -2.257], [-11.748, 1.159, -4.745], [2.807, -3.044, -5.224], [-5.090, -0.183, -0.326], [3.579, 0.023, 8.809], [-2.597, 1.846, 4.296], [-6.344, 0.362, 0.780], [3.271, -2.860, 6.783], [-5.250, -4.476, 4.268], [-1.775, 5.455, 7.673], [0.394, 1.852, 4.789], [-4.045, 1.829, 0.012], [8.800, 1.177, -0.101], [-3.917, 2.017, 5.402], [-7.033, -2.827, 2.813], [-5.238, 2.383, 2.992], [6.020, -2.632, -10.303], [7.990, -1.863, -7.467], [-3.936, 0.761, 4.102], [-0.553, 3.935, 4.125], [10.752, -1.339, 1.439], [-0.559, -0.377, 1.393], [3.695, -2.290, 8.358], [9.885, 0.842, 1.201]],
  "smiles": "CCOCCOCN(C(=O)OP(C)C)[C@@H](I)CC.NC(N)=O.NC(N)=O.NC(N)=O.NC(N)=O.NC(N)=O.NC(N)=O.NC(N)=O.NC(N)=O.NC(N)=O",
  "spin_multiplicity": 1,
  "orbital_gap_ev": 7.779,
  "lumo_ev": 0.2,
  "largest_force_ev_per_a": 2.68
}


{
  "formula": "C20H59N5O7",
  "method": "ωB97M-V/def2-TZVPD",
  "symbols": ["O", "O", "O", "O", "O", "O", "O", "N", "N", "N", "N", "N", "C", "C", "C", "C", "C", "C", "C", "C", "C", "C", "C", "C", "C", "C", "C", "C", "C", "C", "C", "C", "H", "H", "H", "H", "H", "H", "H", "H", "H", "H", "H", "H", "H", "H", "H", "H", "H", "H", "H", "H", "H", "H", "H", "H", "H", "H", "H", "H", "H", "H", "H", "H", "H", "H", "H", "H", "H", "H", "H", "H", "H", "H", "H", "H", "H", "H", "H", "H", "H", "H", "H", "H", "H", "H", "H", "H", "H", "H", "H"],
  "xyz": [[-4.197, 19.570, -5.637], [-9.198, 19.452, -12.047], [-13.330, 13.997, -11.609], [-9.991, 19.053, -4.270], [-5.635, 13.938, -6.933], [-9.419, 15.797, -7.012], [-7.103, 9.908, -8.601], [-6.694, 16.613, -7.727], [-7.173, 20.319, -7.706], [-8.436, 11.651, -5.632], [-11.493, 19.631, -13.843], [-10.616, 13.560, -10.766], [-5.655, 22.053, -6.759], [-12.231, 13.716, -8.965], [-7.207, 10.979, -7.690], [-8.264, 20.503, -11.745], [-3.965, 18.638, -4.618], [-8.318, 10.641, -6.690], [-11.781, 12.886, -10.162], [-7.317, 16.677, -10.085], [-5.836, 9.766, -9.195], [-8.843, 15.607, -8.296], [-7.823, 16.699, -8.666], [-12.940, 12.726, -11.165], [-5.850, 20.607, -7.140], [-14.344, 13.940, -12.592], [-10.494, 19.668, -11.599], [-9.665, 10.474, -7.358], [-10.344, 16.852, -6.916], [-11.388, 20.426, -12.597], [-12.796, 20.581, -12.028], [-5.548, 19.619, -6.023], [-6.798, 17.616, -10.295], [-5.108, 9.505, -8.417], [-6.695, 15.848, -10.412], [-12.308, 14.768, -9.248], [-6.248, 15.701, -7.697], [-10.032, 11.411, -7.794], [-7.314, 11.906, -8.268], [-10.642, 20.192, -10.644], [-11.441, 11.873, -9.932], [-4.601, 22.321, -6.646], [-11.443, 13.795, -8.204], [-10.297, 19.755, -4.856], [-13.093, 13.306, -8.443], [-13.427, 21.258, -12.594], [-5.862, 18.620, -6.360], [-11.087, 16.729, -6.129], [-9.784, 17.792, -6.801], [-10.684, 19.031, -13.976], [-2.902, 18.562, -4.400], [-9.682, 9.791, -8.213], [-10.908, 16.971, -7.855], [-11.465, 20.237, -14.656], [-8.174, 16.770, -10.766], [-6.208, 19.707, -5.140], [-5.328, 14.508, -6.215], [-10.962, 18.688, -11.449], [-7.453, 20.252, -12.427], [-6.084, 22.782, -7.445], [-5.120, 20.327, -7.906], [-10.651, 18.357, -4.360], [-8.363, 14.638, -8.147], [-5.878, 8.954, -9.918], [-4.430, 17.685, -4.894], [-13.245, 19.587, -11.956], [-9.586, 15.515, -9.100], [-7.745, 11.557, -4.903], [-5.091, 13.145, -6.857], [-8.658, 21.508, -11.873], [-10.385, 13.008, -11.595], [-7.877, 20.342, -10.736], [-5.515, 10.670, -9.723], [-13.984, 13.366, -13.460], [-8.350, 12.552, -6.092], [-10.977, 21.397, -12.888], [-4.406, 18.977, -3.667], [-10.431, 10.098, -6.679], [-6.286, 11.135, -7.108], [-10.988, 14.414, -11.189], [-15.210, 13.438, -12.155], [-13.704, 12.117, -10.664], [-7.112, 16.764, -6.811], [-7.202, 19.355, -8.011], [-12.792, 20.892, -10.975], [-7.890, 20.479, -7.007], [-8.055, 9.663, -6.283], [-12.577, 12.174, -12.044], [-14.561, 14.923, -13.003], [-6.027, 22.255, -5.747], [-8.283, 17.660, -8.415]],
  "e_above_lowest_kj_mol": 120.5,
  "smiles": "COC[C@H](C)N.COC[C@H](C)N.COC[C@H](C)N.COC[C@H](C)N.COC[C@H](C)N.O.O",
  "spin_multiplicity": 1,
  "orbital_gap_ev": 9.113,
  "lumo_ev": 0.4,
  "largest_force_ev_per_a": 1.83
}


no.,E (Eh),E_HOMO (eV)
1,-3455.3546,-7.563
2,-1597.7280,-8.749